Density functional theory data (ωB97M-V/def2-TZVPD) for 15 unconnected molecules or ions with the total composition C45H120O15.

Summary:
Relative energy (zero: lowest compared OMol25 entry of this formula, charge and spin)   5.871 eV
Gap between HOMO and LUMO   10.2 eV

Element x y z (Å)
C 16.946153 15.086252 18.940068
C 16.484250 13.950972 17.964559
C 16.579004 12.488598 18.506266
O 15.119208 14.100098 17.632339
H 17.978168 14.920764 19.202912
H 16.368762 15.140061 19.870013
H 16.783593 16.053294 18.477610
H 17.142953 14.082622 17.101687
H 17.639953 12.251207 18.742862
H 16.255939 11.899362 17.648284
H 15.960923 12.392891 19.435752
H 15.047329 14.229524 16.637920
C 20.272995 7.417875 14.476270
C 19.901566 8.687765 15.191104
C 18.909785 9.525541 14.339324
O 19.367957 8.354007 16.505658
H 20.917725 6.749835 14.967040
H 20.928486 7.710585 13.621536
H 19.409730 6.804545 14.288807
H 20.835552 9.306609 15.444339
H 18.363261 8.810809 13.679915
H 19.316894 10.333070 13.716846
H 18.103910 9.984931 14.910586
H 18.541967 8.887363 16.645138
C 10.987420 14.664686 19.544339
C 11.810921 13.494121 19.979440
C 10.874386 12.395080 20.458711
O 12.540792 12.937958 18.789742
H 11.617923 15.552292 19.287012
H 10.176664 14.871231 20.205794
H 10.545475 14.338109 18.606940
H 12.636859 13.661817 20.677040
H 10.499494 12.035168 19.527455
H 10.073099 12.858469 20.975666
H 11.183650 11.535638 21.009934
H 13.311943 13.548208 18.589805
C 11.903377 11.329892 15.169040
C 10.820353 10.888963 16.178704
C 11.390205 9.880798 17.154909
O 10.213867 12.060887 16.859462
H 12.826336 11.401754 15.595779
H 11.638856 12.254700 14.663587
H 11.928505 10.574575 14.397272
H 9.988648 10.402896 15.655427
H 12.008327 9.140352 16.590914
H 10.612215 9.396006 17.663358
H 11.981719 10.408589 17.938809
H 10.881982 12.348662 17.512463
C 9.827183 11.405350 11.157615
C 11.119955 11.401015 10.429732
C 11.631368 12.791393 10.080598
O 12.088478 10.728773 11.279300
H 10.176575 11.835998 12.086105
H 9.538532 10.354720 11.421178
H 9.095716 12.047739 10.675563
H 11.021985 10.906028 9.445251
H 12.652703 12.831105 9.624416
H 11.694528 13.412797 10.934927
H 10.922843 13.296744 9.418334
H 12.854975 10.514317 10.744523
C 14.583786 15.293697 8.919420
C 16.023520 15.720313 8.883484
C 16.079560 17.253284 9.079839
O 16.743963 15.150859 10.015534
H 13.790903 15.541697 8.190812
H 14.254374 15.570547 9.883674
H 14.555908 14.187356 8.853999
H 16.600032 15.501446 7.956299
H 15.456749 17.713794 8.309517
H 17.085522 17.613354 8.996296
H 15.542533 17.432721 10.058980
H 16.098281 14.947283 10.697445
C 9.475445 14.372066 14.752241
C 8.076509 13.933656 15.084022
C 7.545051 14.541718 16.320687
O 7.170545 14.244394 14.040035
H 10.210624 13.639328 15.132774
H 9.779370 15.309943 15.098310
H 9.547748 14.374460 13.629891
H 8.074643 12.874378 15.163882
H 8.114013 14.110742 17.098041
H 6.529228 14.265880 16.575946
H 7.772653 15.546351 16.298377
H 7.593556 14.034598 13.227568
C 16.007005 19.015440 13.411554
C 16.227254 17.979096 14.526020
C 15.228171 18.042913 15.665993
O 16.130188 16.632301 14.044343
H 16.311377 20.038538 13.619703
H 14.948395 19.063927 13.184697
H 16.523512 18.699494 12.465520
H 17.254981 18.205913 14.852837
H 14.235535 18.017587 15.178978
H 15.425020 18.956236 16.262259
H 15.318767 17.227498 16.410561
H 16.956365 16.109092 14.081890
C 15.756105 11.677066 10.869803
C 15.644319 10.654987 9.749100
C 16.591128 9.483404 9.954722
O 14.314635 10.139596 9.681799
H 15.128667 12.514472 10.684534
H 16.726163 12.120168 10.892159
H 15.484919 11.182313 11.852695
H 15.913055 11.038002 8.750185
H 17.570144 9.914303 10.016270
H 16.658448 8.897754 9.046484
H 16.375351 8.851290 10.840087
H 14.262891 9.302005 10.122447
C 14.130084 8.766817 14.106904
C 13.350199 7.759835 13.184140
C 12.003453 7.187312 13.672000
O 13.394251 8.355340 11.889118
H 14.721386 9.345845 13.413674
H 14.807338 8.359663 14.887213
H 13.524669 9.445737 14.637834
H 14.003344 6.845671 13.046485
H 11.444215 6.690376 12.807071
H 11.381064 8.010120 14.017512
H 12.072931 6.524871 14.461573
H 12.774563 9.097038 11.902358
C 20.980300 14.626450 14.124252
C 19.651331 14.018173 14.526009
C 19.516186 14.140495 16.015550
O 18.553124 14.643936 13.907195
H 21.809100 14.085646 14.590959
H 20.990076 15.698239 14.324533
H 21.100566 14.451247 13.053737
H 19.832408 12.958929 14.316303
H 18.709245 13.424176 16.358141
H 19.320431 15.142697 16.406869
H 20.430485 13.840099 16.516443
H 18.554911 14.365935 12.984995
C 15.593604 13.115286 13.994627
C 14.449550 13.832306 13.319734
C 13.473943 14.455591 14.317041
O 14.943835 14.862768 12.448766
H 15.359522 12.237352 14.582033
H 16.143007 13.864662 14.591642
H 16.316645 12.735341 13.282920
H 13.890675 13.093239 12.741971
H 13.412289 13.894533 15.273777
H 12.434675 14.582416 13.982702
H 13.891477 15.406149 14.626116
H 15.153205 15.717906 13.000186
C 19.991562 12.690058 9.152090
C 20.187986 13.430392 10.534717
C 20.894401 14.782935 10.195833
O 18.908764 13.674565 11.176095
H 19.216458 13.271785 8.599928
H 19.646108 11.655943 9.273982
H 20.915986 12.661311 8.552992
H 20.860157 12.869750 11.135997
H 21.970954 14.743288 10.218824
H 20.634291 15.550600 10.962239
H 20.510426 15.275682 9.256299
H 18.374015 14.077879 10.474450
C 10.094990 18.452098 13.435114
C 11.098213 17.455931 12.934304
C 11.116862 17.453897 11.411615
O 12.383005 17.749992 13.555414
H 9.105511 18.263795 12.991803
H 10.417840 19.501528 13.099960
H 9.971072 18.478840 14.494508
H 10.827199 16.489367 13.244249
H 11.925138 16.725669 11.106842
H 11.293639 18.481617 11.037664
H 10.148800 17.183319 10.931676
H 12.683641 16.979042 13.996733
C 18.142011 8.150895 19.214639
C 16.761020 8.069632 18.675891
C 15.718163 8.688604 19.568028
O 16.733679 8.753720 17.401562
H 18.789944 7.547504 18.602038
H 18.083573 7.778419 20.297533
H 18.483682 9.167027 19.428627
H 16.381003 7.035691 18.392370
H 14.707805 8.488681 19.255845
H 16.081173 9.732450 19.812699
H 15.785138 8.102959 20.484420
H 15.845658 8.969433 17.078102

Cartesian forces (eV/Å) of the 3 atoms listed first:
C -1.110 -0.938 -0.169
C 0.677 -0.095 1.613
C 1.014 1.480 0.222

Here are the Mulliken charges for atoms 1 to 99, given in e: C -1.8377; C 1.8173; C -1.1946; O -0.2746; H 0.3872; H 0.3696; H 0.3631; H -0.9161; H 0.4683; H 0.1769; H 0.4171; H -0.1733; C -1.5730; C 0.7341; C -0.9863; O -0.4798; H 0.4535; H 0.3496; H 0.3454; H 0.1329; H 0.2689; H 0.1713; H 0.2872; H 0.2113; C -0.9181; C 0.4611; C -1.1877; O -0.0911; H 0.2922; H 0.4456; H -0.0658; H 0.4823; H 0.2396; H 0.4123; H 0.3334; H 0.0410; C 0.2466; C 0.2338; C -1.5076; O -0.3467; H 0.7162; H -0.7962; H -0.1393; H 0.3800; H 0.3054; H 0.5543; H 0.2091; H -0.1657; C -1.0280; C 0.5638; C -1.1534; O -0.3676; H -0.0056; H 0.3118; H 0.4174; H 0.2694; H 0.1435; H 0.0755; H 0.5442; H 0.0888; C -0.8520; C 0.3698; C -1.1622; O -0.5683; H 0.4022; H 0.0178; H 0.0928; H 0.4419; H 0.4301; H 0.3509; H 0.0443; H 0.0053; C -0.5448; C 0.8582; C -1.6101; O -0.6240; H -0.1371; H 0.3896; H 0.0368; H 0.1685; H 0.2450; H 0.3844; H 0.5005; H 0.3192; C -1.2358; C 0.6863; C -0.6571; O -0.1775; H 0.4165; H 0.0891; H 0.2921; H 0.3436; H -0.0812; H 0.4538; H -0.0227; H -0.2687; C 0.9885; C 0.4784; C -1.4798


Density functional theory data (ωB97M-V/def2-TZVPD) for 15 unconnected molecules or ions with the total composition C45H120O15.

Summary:
Relative energy (zero: lowest compared OMol25 entry of this formula, charge and spin)   1.538 eV
Gap between HOMO and LUMO   9.8 eV

Element x y z (Å)
C 1.981719 -4.724506 -0.585089
C 1.321367 -5.837074 0.171521
C 1.059131 -7.057653 -0.722712
O 2.213429 -6.287473 1.220495
H 2.929679 -5.072838 -1.012490
H 2.160797 -3.818607 0.004854
H 1.391658 -4.360927 -1.441412
H 0.365160 -5.472184 0.576142
H 1.996623 -7.360374 -1.193726
H 0.324879 -6.834203 -1.499637
H 0.663997 -7.875600 -0.121531
H 2.223951 -5.573511 1.909059
C -4.244417 5.268075 -0.648643
C -4.313272 4.015311 0.207852
C -4.599962 2.781154 -0.629776
O -3.089604 3.847292 1.009758
H -3.535853 5.181275 -1.484309
H -3.959542 6.140544 -0.052125
H -5.215771 5.501222 -1.101355
H -5.130500 4.186454 0.926139
H -4.592261 1.893687 0.009299
H -3.881009 2.636145 -1.434050
H -5.612008 2.844053 -1.055074
H -2.284126 4.072772 0.452969
C -4.992737 2.596318 4.450815
C -3.915779 3.709443 4.358485
C -3.453242 4.096266 5.755313
O -2.758420 3.192388 3.651383
H -5.385221 2.302407 3.476322
H -5.826651 2.918724 5.090581
H -4.526842 1.726791 4.914379
H -4.300812 4.577385 3.809804
H -2.600735 4.772995 5.658544
H -3.146356 3.220104 6.317190
H -4.280175 4.590938 6.260344
H -2.926340 3.253241 2.677738
C -1.694821 2.379875 -3.786571
C -0.565686 3.368321 -4.152366
C -0.565887 3.650778 -5.662096
O -0.787045 4.629809 -3.491550
H -2.657790 2.761022 -4.147344
H -1.743841 2.241735 -2.707758
H -1.537130 1.414016 -4.274119
H 0.400050 2.933630 -3.844031
H -1.384449 4.305071 -5.954842
H -0.573600 2.722961 -6.244943
H 0.351858 4.169565 -5.981301
H -1.057615 4.426701 -2.576398
C 0.821388 -0.459422 0.561202
C -0.261097 -0.111799 -0.445971
C -1.575122 0.238572 0.172561
O 0.145512 0.983864 -1.312461
H 1.804927 -0.442826 0.079307
H 0.617968 -1.465065 0.948199
H 0.840873 0.231617 1.408871
H -0.369750 -1.005391 -1.084086
H -1.942104 -0.511071 0.870553
H -2.308502 0.380199 -0.632390
H -1.521329 1.198543 0.693238
H 0.788104 0.607549 -1.946558
C 4.355797 2.529259 0.670072
C 5.826354 2.720637 0.892501
C 6.555505 2.975223 -0.397766
O 6.078522 3.900630 1.779189
H 3.962944 3.356088 0.076691
H 3.817337 2.472048 1.619328
H 4.135954 1.595891 0.134123
H 6.248325 1.823971 1.396361
H 6.348010 2.160423 -1.106879
H 7.630064 2.971489 -0.243680
H 6.194359 3.904166 -0.834781
H 5.667578 3.752667 2.641805
C -5.343020 -0.567879 2.628093
C -6.839839 -0.371289 2.288780
C -7.074726 -0.393568 0.798798
O -7.565063 -1.507237 2.928896
H -5.026074 -1.478748 2.125125
H -5.235255 -0.623175 3.705128
H -4.764665 0.267726 2.214383
H -7.224650 0.582353 2.688411
H -6.552077 -1.205543 0.283608
H -6.740371 0.541835 0.340753
H -8.143568 -0.491036 0.555866
H -8.453215 -1.584292 2.548627
C -1.866891 -5.048271 2.249948
C -1.703144 -3.523360 2.296428
C -1.737895 -3.013127 3.713945
O -0.473026 -3.100373 1.686375
H -2.706102 -5.400836 2.857665
H -0.989007 -5.616861 2.579981
H -2.099637 -5.363761 1.222631
H -2.539722 -3.088841 1.747830
H -0.891025 -3.395233 4.290479
H -2.647780 -3.332900 4.241986
H -1.757615 -1.921740 3.716009
H 0.252099 -3.523233 2.188750
C 1.080125 -1.351232 -5.879807
C 0.366944 -0.420618 -4.954888
C -0.576571 -1.160494 -4.049816
O 1.240875 0.241387 -4.078010
H 1.756910 -2.013694 -5.339192
H 1.637095 -0.837650 -6.663816
H 0.347484 -2.007807 -6.373776
H -0.184860 0.342487 -5.519829
H -1.452877 -1.468020 -4.618558
H -0.786345 -0.530858 -3.186310
H -0.096339 -2.083148 -3.709815
H 2.097156 0.516653 -4.532842
C -0.082513 5.738386 0.246415
C 0.365848 4.342758 -0.224041
C 1.079451 3.590020 0.861443
O -0.831238 3.565467 -0.617570
H -0.976850 6.065991 -0.288488
H 0.715841 6.470270 0.170840
H -0.401850 5.699529 1.302181
H 1.024012 4.451612 -1.100086
H 1.857879 4.208783 1.330248
H 1.584419 2.713308 0.459790
H 0.415329 3.299683 1.681126
H -0.484041 2.621432 -0.711125
C 1.071750 0.154164 4.703761
C -0.293276 0.724762 4.603701
C -0.967863 0.763566 5.969538
O -0.212234 2.006412 4.033027
H 0.978236 -0.923099 4.892532
H 1.621910 0.550854 5.564755
H 1.636489 0.291613 3.788857
H -0.905684 0.046638 3.978345
H -0.695041 -0.102472 6.581517
H -2.055240 0.787068 5.883485
H -0.636226 1.662145 6.501977
H -1.135977 2.329912 3.943235
C 4.489790 -5.203731 4.005508
C 3.625261 -4.030542 3.546720
C 4.165092 -3.305340 2.331012
O 2.265965 -4.469004 3.267700
H 5.548108 -4.964869 3.962619
H 4.273468 -6.043485 3.335446
H 4.243388 -5.499722 5.026101
H 3.563743 -3.277952 4.351692
H 3.381365 -2.679918 1.876115
H 4.515523 -3.989663 1.550423
H 4.947470 -2.588211 2.582070
H 1.877103 -4.767956 4.101343
C 5.623423 -1.808899 -0.858991
C 5.094713 -1.839649 -2.298204
C 3.567145 -1.862423 -2.362560
O 5.495249 -0.581558 -3.003938
H 5.252977 -2.682147 -0.304057
H 5.315683 -0.906064 -0.333809
H 6.717007 -1.889610 -0.852695
H 5.498793 -2.727493 -2.812264
H 3.144341 -2.586149 -1.656499
H 3.220097 -2.182827 -3.345640
H 3.151134 -0.882864 -2.132997
H 6.398745 -0.358586 -2.742218
C -1.506063 -4.172316 -2.005102
C -2.958690 -3.990709 -1.506408
C -3.256501 -2.516318 -1.494254
O -3.858176 -4.628383 -2.465335
H -1.150235 -5.210009 -1.894343
H -0.796583 -3.575739 -1.418446
H -1.453214 -3.945933 -3.064969
H -3.080927 -4.381865 -0.492628
H -3.205201 -2.122279 -2.510555
H -2.547899 -1.995563 -0.853103
H -4.280646 -2.337675 -1.144093
H -4.039134 -5.525056 -2.154581
C 3.010395 2.626147 -6.111959
C 4.023431 2.004744 -5.197747
C 3.980622 2.541494 -3.774744
O 3.876097 0.566579 -5.245506
H 3.061782 3.708565 -6.091361
H 1.993669 2.315386 -5.820367
H 3.128515 2.265132 -7.134222
H 5.033041 2.270604 -5.572099
H 3.112783 2.177235 -3.217209
H 4.004632 3.639989 -3.770377
H 4.867670 2.231713 -3.217702
H 4.578172 0.195717 -4.666227

Cartesian forces (eV/Å) of the 3 atoms listed first:
C 0.204 0.808 -1.031
C 0.196 -0.778 0.110
C -0.029 0.456 0.302

Here are the Mulliken charges for atoms 1 to 99, given in e: C -0.8185; C 2.0329; C -1.7245; O -0.6460; H 0.3511; H -0.1902; H 0.3033; H -0.9206; H 0.3973; H 0.3065; H 0.4270; H 0.3256; C -1.6643; C 0.7811; C -0.3780; O -0.6595; H 0.1709; H 0.3954; H 0.4969; H 0.3397; H -0.2558; H -0.2844; H 0.5891; H -0.2011; C -0.8552; C 0.7076; C -1.5707; O -0.3175; H 0.0686; H 0.4442; H 0.0521; H 0.2307; H 0.3751; H 0.2603; H 0.4508; H 0.1620; C -0.7346; C 2.0284; C -1.6682; O -0.7300; H 0.5045; H -0.4456; H 0.1171; H -0.6380; H 0.4247; H 0.3149; H 0.3241; H -0.0706; C 0.2802; C 3.4391; C -2.3118; O 0.4918; H -0.1398; H -0.7723; H -0.2122; H -0.5776; H 0.1737; H 0.4376; H 0.2638; H -1.0161; C -0.7515; C 0.4911; C -1.1325; O -0.5902; H 0.2291; H 0.3602; H 0.0681; H 0.2335; H 0.0215; H 0.4061; H 0.3705; H 0.3097; C -0.9102; C 0.5814; C -1.1879; O -0.5644; H 0.4331; H 0.3058; H -0.0386; H 0.1742; H 0.3424; H 0.1397; H 0.4147; H 0.3192; C -1.5272; C 1.1387; C -1.1486; O 0.3685; H 0.4500; H 0.3053; H 0.1837; H -0.1550; H 0.2676; H 0.4322; H -0.0739; H -0.3311; C -1.6011; C 1.0519; C -1.0590